Computed, not measured: a structure of composition C40H60F3N2O3P3Ti at a distorted geometry, with ωB97M-V with the def2-TZVPD basis set.

CARTESIAN COORDINATES (ANGSTROEM)
Ti1 -0.69452 0.14357 -0.39342
C1 -3.58260 -2.63318 -1.43801
C2 -3.49577 -1.16692 -1.05150
C3 -4.82903 -0.57162 -0.65585
O1 -2.55649 -1.03293 0.06532
C4 -2.86047 -0.40243 -2.21465
O2 -3.49290 -0.08859 -3.18809
O3 -1.57010 -0.20823 -2.03736
H1 -4.01675 -3.21819 -0.62286
H2 -2.59220 -3.02762 -1.67324
H3 -4.22418 -2.73561 -2.31311
H4 -5.33849 -1.21506 0.06415
H5 -5.45247 -0.46670 -1.54242
H6 -4.68965 0.41222 -0.20777
H7 -2.72049 -1.72565 0.71525
C5 -3.27724 2.91996 -1.55382
P1 -1.62906 2.53585 -0.89709
C6 -1.44715 3.69438 0.46335
N1 -1.96819 4.91998 0.29413
C7 -1.72835 5.79250 1.33838
C8 -2.20714 7.10542 1.25487
C9 -1.97017 8.01861 2.26502
C10 -1.23953 7.63516 3.39053
C11 -0.76094 6.34189 3.49536
C12 -0.99455 5.40058 2.48724
N2 -0.52847 4.10680 2.64805
C13 -0.78897 3.28692 1.62125
P2 -0.34243 1.54277 1.80600
C14 1.30632 1.60974 2.56498
C15 -1.44398 0.91012 3.18600
C16 -1.10394 1.58527 4.51970
C17 -1.27678 -0.60201 3.35083
C18 -2.88971 1.24048 2.80605
C19 -0.42230 3.06917 -2.22413
C20 0.94420 2.57485 -1.73559
C21 -0.36281 4.58613 -2.41547
C22 -0.75600 2.41935 -3.57153
H8 -3.30178 3.98796 -1.77086
H9 -4.01650 2.71456 -0.77944
H10 -3.50576 2.33002 -2.44007
H11 -2.76799 7.37997 0.36941
H12 -2.34969 9.02912 2.18127
H13 -1.04968 8.34879 4.18233
H14 -0.19758 6.01961 4.36310
H15 1.33039 2.49618 3.19959
H16 2.06591 1.68546 1.78802
H17 1.49749 0.70991 3.14764
H18 -0.15807 1.21863 4.92406
H19 -1.88796 1.33765 5.24302
H20 -1.04222 2.66847 4.42599
H21 -0.25453 -0.87710 3.61693
H22 -1.52671 -1.15888 2.44610
H23 -1.93770 -0.94028 4.15463
H24 -3.06872 2.31620 2.83549
H25 -3.56289 0.76056 3.52263
H26 -3.15437 0.88315 1.80688
H27 1.24694 3.06403 -0.80757
H28 1.70650 2.75700 -2.49790
H29 0.98565 1.48439 -1.55852
H30 -0.22916 5.12961 -1.48384
H31 -1.27085 4.96012 -2.89153
H32 0.47487 4.81110 -3.08459
H33 -0.76156 1.32983 -3.54632
H34 -0.00358 2.74544 -4.29667
H35 -1.72995 2.74537 -3.94069
C23 -0.42868 -2.21713 -4.52878
C24 0.39546 -3.19858 -3.68543
C25 1.48235 -3.81920 -4.56617
P3 0.85817 -2.45196 -2.04631
C26 1.16928 -3.92347 -0.96200
C27 -0.14520 -4.29770 -0.27363
C28 1.78969 -5.17286 -1.58841
C29 2.50660 -1.63094 -2.22289
C30 3.76401 -2.48860 -2.34668
C31 2.44604 -0.57176 -3.32871
H36 -0.89315 -2.74004 -5.36872
H37 0.20847 -1.43429 -4.94724
H38 -1.21215 -1.72350 -3.96014
H39 -0.28239 -4.00648 -3.37669
H40 2.12461 -3.04910 -4.99534
H41 1.01047 -4.34220 -5.40322
H42 2.11443 -4.53489 -4.04509
H43 1.85565 -3.54145 -0.20011
H44 -0.88845 -4.63225 -1.00566
H45 -0.56463 -3.45203 0.27480
H46 0.00812 -5.12622 0.42370
H47 1.15049 -5.59516 -2.36681
H48 1.90682 -5.94111 -0.81878
H49 2.77188 -4.99105 -2.02144
H50 2.57752 -1.10147 -1.26583
H51 3.77471 -3.08062 -3.26251
H52 3.87927 -3.16549 -1.49923
H53 4.64726 -1.84277 -2.36573
H54 2.56784 -1.01741 -4.31715
H55 3.24970 0.15730 -3.19897
H56 1.50096 -0.02300 -3.33684
F1 5.90291 -5.29366 3.91861
C32 5.46458 -4.19238 4.55777
F2 4.94788 -4.60909 5.72768
F3 6.54146 -3.44528 4.84000
C33 4.44629 -3.44423 3.73742
C34 4.74825 -2.21443 3.17733
C35 3.79855 -1.55441 2.41053
C36 2.54635 -2.12667 2.19653
C37 2.25340 -3.36926 2.76688
C38 3.19959 -4.02283 3.53496
C39 1.56143 -1.44909 1.40098
C40 0.72933 -0.86929 0.72663
H57 5.71803 -1.76695 3.34191
H58 4.02211 -0.58961 1.97428
H59 1.27803 -3.80943 2.60359
H60 2.96940 -4.98180 3.98125

Computed properties:
multiplicity = 3
frontier orbital gap (alpha / beta) = 4.6199 / 7.4516 eV
energy = -110712.0959 eV
relative energy (zero: lowest compared OMol25 entry of this formula, charge and spin) = 56.0 kJ/mol

Computed, not measured: a cluster of 17 separate species, C40H61Cl48N2 in total at a distorted geometry, with ωB97M-V with the def2-TZVPD basis set.

CARTESIAN COORDINATES (ANGSTROEM)
C1 10.31562 0.33268 3.06470
C2 9.70467 0.70166 1.70775
C3 8.35483 1.43190 1.84910
C4 8.00530 2.34221 0.65328
C5 7.44846 3.72903 1.02211
C6 6.37290 3.72620 2.11153
C7 4.99821 3.33662 1.55202
C8 4.22081 4.53160 0.95833
C9 3.37243 4.16569 -0.27728
C10 1.95814 3.64906 0.08656
C11 1.51424 2.45333 -0.75579
C12 0.05972 2.49903 -1.25362
C13 -0.79088 1.27339 -0.85514
C14 -0.16747 -0.06955 -1.29887
C15 -0.05084 -1.17709 -0.21914
C16 -1.22912 -1.19153 0.77606
C17 -0.84949 -0.51458 2.09955
C18 -1.98889 -0.14022 3.08942
C19 -3.40540 -0.63035 2.76915
C20 -4.24276 0.17223 1.74368
C21 -4.03239 1.64566 1.77277
C22 -3.70665 2.46478 0.67250
C23 -3.54127 3.82011 0.88542
C24 -3.72287 4.32846 2.18578
N1 -4.02979 3.57608 3.21036
N2 -4.16498 2.26640 2.96135
H1 11.38453 0.12089 2.97643
H2 9.84925 -0.58118 3.45062
H3 10.15143 1.11757 3.80943
H4 10.39740 1.31384 1.12302
H5 9.52751 -0.23360 1.16181
H6 7.57806 0.65975 1.92857
H7 8.35410 1.98976 2.78942
H8 7.28828 1.83132 0.00240
H9 8.92363 2.49900 0.07607
H10 6.98784 4.14852 0.11716
H11 8.27069 4.40093 1.28559
H12 6.29433 4.73943 2.52621
H13 6.64148 3.07148 2.94014
H14 4.39559 2.90642 2.36227
H15 5.11062 2.56728 0.78451
H16 3.54498 4.90774 1.73586
H17 4.91806 5.33673 0.70332
H18 3.91317 3.38058 -0.81883
H19 3.30849 5.04401 -0.92814
H20 1.26431 4.47893 -0.05286
H21 1.98153 3.38150 1.14719
H22 2.17096 2.42300 -1.63139
H23 1.68607 1.54080 -0.17604
H24 -0.39235 3.34486 -0.73621
H25 -0.02981 2.70618 -2.32195
H26 -1.73845 1.37743 -1.40431
H27 -0.97913 1.33682 0.21895
H28 0.83549 0.11249 -1.69805
H29 -0.74877 -0.47290 -2.13162
H30 0.89750 -1.09574 0.32836
H31 0.00140 -2.14030 -0.73950
H32 -1.49299 -2.23012 0.98946
H33 -2.07186 -0.69952 0.28523
H34 -0.23715 0.37202 1.90152
H35 -0.17696 -1.21735 2.60460
H36 -1.96984 0.94128 3.25348
H37 -1.73061 -0.58117 4.05912
H38 -3.98399 -0.63276 3.70225
H39 -3.36102 -1.67265 2.43746
H40 -4.15588 -0.19339 0.71755
H41 -5.29977 0.02819 2.01536
H42 -3.59942 2.01573 -0.30929
H43 -3.27620 4.50342 0.10445
H44 -3.61941 5.39128 2.37936
H45 -4.38302 1.70842 3.77141
C25 7.79228 3.35563 6.25388
Cl1 6.22670 2.85703 5.60431
Cl2 8.58217 2.01792 7.08169
Cl3 8.82757 4.01515 4.98769
H46 7.61387 4.14150 6.97536
C26 -2.07857 -5.39141 3.48163
Cl4 -0.71637 -4.40143 3.99213
Cl5 -3.54932 -4.94128 4.34097
Cl6 -2.31595 -5.28380 1.73295
H47 -1.85241 -6.42127 3.72708
C27 -7.04821 -6.32193 4.72146
Cl7 -6.14254 -7.82995 4.72945
Cl8 -8.75337 -6.60377 5.06313
Cl9 -6.39737 -5.15238 5.87008
H48 -6.96952 -5.88994 3.73209
C28 -1.13290 7.17307 0.50702
Cl10 -2.72498 7.93741 0.56173
Cl11 -0.76786 6.37932 2.04631
Cl12 -1.05115 6.00615 -0.81941
H49 -0.39213 7.94401 0.33959
C29 5.05348 -2.36562 -1.83974
Cl13 5.91533 -1.41593 -3.04258
Cl14 4.41788 -1.33157 -0.55536
Cl15 3.76018 -3.30722 -2.58058
H50 5.75728 -3.05324 -1.38820
C30 -10.98067 -3.13043 5.52428
Cl16 -11.84723 -3.69040 6.94807
Cl17 -11.86250 -3.51556 4.04871
Cl18 -10.67435 -1.38666 5.63400
H51 -10.02527 -3.64063 5.48915
C31 -0.16750 -1.18515 -5.45172
Cl19 -1.76565 -1.43286 -4.73205
Cl20 0.71558 0.09266 -4.61467
Cl21 0.77051 -2.66308 -5.47533
H52 -0.31987 -0.87575 -6.47598
C32 -2.80779 -0.80578 -9.23459
Cl22 -4.34421 -0.84174 -8.37921
Cl23 -1.80129 0.54682 -8.67374
Cl24 -1.95815 -2.34052 -9.08126
H53 -3.00636 -0.64218 -10.28618
C33 1.76525 -7.14275 5.71172
Cl25 0.47652 -7.89194 4.75580
Cl26 1.12080 -5.88938 6.76778
Cl27 2.64584 -8.36348 6.62221
H54 2.44414 -6.66337 5.01746
C34 -9.98756 -6.43068 1.27749
Cl28 -11.46612 -6.29216 2.21575
Cl29 -8.82669 -5.20630 1.81568
Cl30 -9.29116 -8.04105 1.41714
H55 -10.21033 -6.24390 0.23565
C35 -7.20420 -1.03862 5.78050
Cl31 -7.42735 -2.26992 4.56118
Cl32 -6.95728 -1.73545 7.37011
Cl33 -5.80967 -0.01603 5.35200
H56 -8.08644 -0.41183 5.80460
C36 3.46473 -1.29353 -8.25834
Cl34 3.64178 -2.50554 -9.53032
Cl35 1.81694 -0.66223 -8.21182
Cl36 3.94993 -1.95911 -6.70209
H57 4.12228 -0.46648 -8.49012
C37 -6.26632 2.90853 -9.33833
Cl37 -4.56294 2.50972 -9.56941
Cl38 -7.28334 1.97417 -10.42916
Cl39 -6.74490 2.65129 -7.65773
H58 -6.40010 3.95727 -9.56745
C38 -1.94836 4.49790 -4.75561
Cl40 -0.21606 4.20011 -4.84860
Cl41 -2.82567 3.52093 -5.92061
Cl42 -2.54168 4.19316 -3.10936
H59 -2.12553 5.54204 -4.97661
C39 1.20089 -1.86640 -12.66125
Cl43 1.73905 -0.55477 -13.70946
Cl44 0.46291 -1.23983 -11.18866
Cl45 0.09478 -2.94308 -13.51434
H60 2.07127 -2.44081 -12.37158
C40 4.11840 -5.21976 2.36169
Cl46 2.44971 -5.59206 2.80889
Cl47 4.16580 -3.82570 1.28272
Cl48 5.09770 -4.94810 3.80154
H61 4.52109 -6.07578 1.83673

Computed properties:
frontier orbital gap = 7.6178 eV
energy = -646518.8482 eV
total charge = +1